DFT (the ωB97M-V functional and the def2-TZVPD basis) results for a cluster of 5 separate species, C10H30O5 in total at a distorted geometry.

Cartesian coordinates (Å):
C -4.407 0.319 -1.128
C -3.776 -1.072 -1.357
O -4.366 -1.755 -2.495
H -3.997 1.044 -1.831
H -4.186 0.612 -0.102
H -5.497 0.320 -1.152
H -3.888 -1.694 -0.468
H -2.728 -0.903 -1.605
H -4.008 -2.645 -2.444
C 2.328 -4.575 -0.590
C 2.856 -4.371 0.810
O 3.200 -2.998 0.875
H 1.429 -3.979 -0.743
H 2.058 -5.618 -0.755
H 3.078 -4.414 -1.365
H 3.716 -4.998 1.041
H 2.059 -4.667 1.491
H 3.429 -2.679 1.751
C 3.742 1.452 2.408
C 2.854 1.513 3.686
O 3.133 2.686 4.396
H 4.780 1.285 2.696
H 3.551 2.210 1.648
H 3.555 0.540 1.841
H 2.897 0.573 4.236
H 1.806 1.494 3.386
H 2.425 2.900 5.008
C -1.409 2.309 -3.065
C -1.977 3.575 -2.455
O -2.211 3.460 -1.082
H -2.124 1.524 -2.820
H -0.474 2.066 -2.560
H -1.254 2.400 -4.140
H -2.880 3.924 -2.957
H -1.274 4.401 -2.568
H -2.308 4.350 -0.736
C 0.457 -0.659 0.798
C -0.188 0.435 -0.052
O -1.017 1.284 0.633
H 1.096 -0.140 1.512
H 1.148 -1.231 0.178
H -0.227 -1.338 1.308
H -0.745 -0.024 -0.869
H 0.617 1.055 -0.447
H -1.273 2.029 0.084

For the highest occupied orbital energy, the calculation gives -9.69 eV. As for the charge: 0. The SMILES is CCO.CCO.CCO.CCO.CCO. For the lowest unoccupied orbital energy, the calculation gives 0.6 eV. The gap between HOMO and LUMO comes out at 10.3333 eV. The value obtained for the total energy is -21091.9934 eV. As for the energy above the lowest of the compared OMol25 structures with the same formula, charge and spin: 115.7 kJ/mol.

These are the Löwdin partial charges, in e, on atoms 1 to 4:
1 C -0.071
2 C -0.287
3 O -0.094
4 H 0.049